Molecular formula: C14H20O3
Method: DFT, ωB97M-V/def2-TZVPD

Computed properties:
SMILES string   CC(=O)CCCCC/C=C/C1=C(C)C(=O)OC1
LUMO   0.00558 hartree
ΔE to the lowest compared entry with this formula, charge and spin   218.2 kJ/mol
F_max   4.377 eV/Å
Kohn-Sham gap   9.2935 eV

Element x y z (Å)
O1 -3.21 4.70 0.98
O2 4.80 -0.96 1.27
O3 -4.68 2.87 0.75
C1 -3.44 3.50 0.84
C2 4.21 -0.78 0.22
C3 -2.33 2.63 0.85
C4 -2.83 1.41 0.66
C5 -1.91 0.24 0.59
C6 -2.17 -1.01 0.37
C7 4.51 0.23 -0.92
C8 -0.89 3.09 0.79
C9 -4.32 1.50 0.62
C10 2.76 -1.33 0.14
C11 -1.11 -2.01 0.24
C12 2.34 -1.98 -1.21
C13 -0.11 -1.51 -0.85
C14 0.97 -2.60 -0.96
H1 -0.89 0.50 0.78
H2 -3.22 -1.33 0.09
H3 4.41 -0.24 -1.92
H4 5.47 0.74 -0.76
H5 3.69 0.86 -0.74
H6 -0.61 2.94 -0.22
H7 -0.73 4.14 1.08
H8 -0.24 2.55 1.49
H9 -4.59 1.16 -0.47
H10 -4.84 0.86 1.39
H11 2.04 -0.53 0.34
H12 2.71 -2.04 0.99
H13 -0.61 -2.18 1.12
H14 -1.62 -2.94 -0.11
H15 3.07 -2.79 -1.37
H16 2.31 -1.37 -2.12
H17 0.23 -0.54 -0.52
H18 -0.69 -1.38 -1.76
H19 0.64 -3.33 -1.75
H20 0.88 -3.06 0.09

Mulliken atomic charge list, values in e, 4 entries: -0.62 -0.56 -0.33 0.19